Molecular formula: C4H7LuO2
Method: DFT, ωB97M-V with the def2-TZVPD basis set

E_HOMO: -0.6138 Ha
ΔE to the lowest compared entry with this formula, charge and spin: 65.0 kcal per mole
frontier orbital gap: 5.33 eV
total charge: +2

Last column: Mulliken charge in e.
Atoms and positions in Å:
H  -0.708  2.575  1.047  0.383
O  1.168  2.169  0.355  -0.646
C  0.047  1.776  0.915  -0.350
H  0.254  1.068  1.749  0.390
C  -0.871  0.519  -0.311  -0.964
C  -0.520  -0.876  -0.482  0.017
C  0.512  -1.937  -0.399  -0.036
H  -1.811  0.598  0.249  0.366
H  -0.988  1.051  -1.264  0.368
H  -1.420  -1.417  -0.151  0.302
H  0.106  -1.184  -1.649  0.340
H  0.131  -2.944  -0.156  0.456
O  1.664  -1.665  0.123  -0.544
Lu  2.435  0.267  -0.027  1.917